Record 1
This record from OMol25 describes a structure of composition C38H47KN5O3PS3. The level of theory is wB97M-V/def2-TZVPD.

```
98
Properties=species:S:1:pos:R:3:forces:R:3
K 0.109846 0.668357 0.087092 -0.52 -0.12 0.16
N -0.184122 -5.028829 1.581008 -0.05 -0.03 -0.17
C -0.418711 -4.943562 2.931020 -0.04 0.10 0.09
C -0.445059 -5.895414 3.943843 0.00 -0.02 0.00
C -0.708312 -5.436622 5.221499 0.01 -0.06 -0.02
C -0.937157 -4.078079 5.474959 -0.01 0.08 0.01
C -0.909287 -3.139422 4.460106 0.00 -0.02 0.03
C -0.645337 -3.577160 3.164041 0.01 -0.12 0.01
N -0.545566 -2.863753 1.978285 0.00 0.06 -0.05
C -0.262874 -3.755686 1.069468 -0.05 -0.02 0.23
C 0.004660 -3.515477 -0.343869 0.17 -0.06 -0.29
C 0.381071 -4.492829 -1.221359 0.00 0.08 0.04
S 0.658050 -3.817628 -2.763363 0.00 -0.10 0.00
C 0.245842 -2.279552 -2.144412 -0.13 0.21 0.04
N -0.066263 -2.250879 -0.884660 -0.05 -0.02 0.10
H 0.031557 -5.860448 1.062573 0.00 0.01 0.03
H -0.269160 -6.946124 3.748333 0.00 0.02 0.00
H -0.737657 -6.141572 6.042882 0.00 0.02 -0.02
H -1.138214 -3.760765 6.490506 0.00 0.00 -0.03
H -1.078329 -2.092724 4.660139 -0.02 0.12 0.00
H 0.525612 -5.546253 -1.038888 0.00 0.06 -0.04
H 0.275667 -1.403385 -2.778329 -0.02 -0.13 0.01
C 6.486953 3.669193 -5.849681 0.02 0.02 -0.02
C 5.312677 2.996212 -5.192740 -0.06 -0.04 -0.01
C 4.174101 2.664180 -5.920666 0.09 0.04 0.01
C 3.097831 2.027912 -5.318066 -0.06 -0.07 -0.01
C 3.154595 1.714460 -3.971384 -0.08 -0.05 0.07
C 4.280675 2.036479 -3.228651 0.09 0.04 0.13
C 5.348910 2.673499 -3.835916 -0.03 0.00 -0.03
S 1.794025 0.890376 -3.156729 0.37 -0.06 -0.01
O 2.334588 -0.363204 -2.655102 0.01 0.09 -0.13
O 0.747433 0.774481 -4.156152 -0.07 -0.04 0.03
N 1.406198 1.732399 -1.891880 -0.02 0.15 0.02
C 0.890936 3.007361 -1.956122 0.47 -0.38 -0.41
C 0.808551 3.744460 -3.159095 -0.39 0.49 0.28
C 0.372645 5.050598 -3.100961 -0.01 -0.14 0.02
C 0.004193 5.598947 -1.873998 0.01 -0.02 0.07
C 0.081524 4.784382 -0.760918 0.06 0.06 0.07
N 0.517559 3.521683 -0.769017 -0.14 0.09 -0.31
H 6.208909 4.100737 -6.811112 0.00 -0.01 0.01
H 7.295512 2.956048 -6.027258 -0.02 0.01 0.01
H 6.887090 4.466964 -5.222042 -0.01 -0.02 0.00
H 4.125183 2.911431 -6.975131 0.01 0.00 0.01
H 2.211096 1.771312 -5.884660 0.02 0.01 0.03
H 4.310184 1.793992 -2.172063 -0.02 0.00 -0.04
H 6.224575 2.930618 -3.249817 -0.01 0.00 -0.01
H 1.036241 3.289665 -4.108173 0.07 -0.04 0.02
H 0.307773 5.636415 -4.010012 0.00 0.02 0.01
H -0.342097 6.619131 -1.780250 0.01 -0.02 -0.02
H -0.211434 5.173634 0.210312 0.00 -0.03 -0.03
C 0.251788 0.480479 4.420015 -0.03 -0.02 0.01
C -1.188248 1.003398 4.479208 0.06 0.00 -0.01
C -1.372717 1.955088 5.660282 0.03 0.05 0.01
P -1.708024 1.627177 2.798798 -0.06 0.07 -0.03
C -3.516114 1.190195 2.754400 0.03 -0.01 0.08
C -3.663709 -0.317940 2.512686 0.00 -0.01 0.08
C -4.362845 1.630950 3.945279 -0.04 0.03 -0.01
C -1.692254 3.475797 2.959137 -0.05 -0.05 -0.01
C -2.469290 4.102516 1.801072 0.01 0.02 -0.01
C -0.235426 3.945241 2.943926 0.02 0.00 -0.05
H 0.516259 -0.032207 5.350511 -0.01 0.02 -0.01
H 0.960796 1.300674 4.281297 -0.02 -0.02 -0.01
H 0.398521 -0.210672 3.587763 -0.01 0.01 0.02
H -1.858183 0.151989 4.634657 0.02 -0.11 0.00
H -0.670312 2.789923 5.604691 -0.03 -0.01 0.01
H -1.173374 1.428024 6.597544 0.01 0.00 -0.02
H -2.379334 2.369013 5.717634 0.03 -0.03 0.01
H -3.890594 1.713422 1.870752 0.06 -0.03 -0.10
H -3.576856 -0.870572 3.453319 0.02 0.02 -0.04
H -2.899986 -0.711536 1.839611 -0.02 0.02 -0.05
H -4.645064 -0.549372 2.092593 0.00 0.01 0.04
H -4.073765 1.099748 4.855121 0.01 0.01 -0.03
H -5.417176 1.405253 3.760127 0.02 0.01 0.02
H -4.280678 2.703315 4.136723 -0.01 -0.02 -0.01
H -2.159079 3.785328 3.898032 0.00 -0.03 0.02
H -2.102883 3.737606 0.836872 -0.01 0.00 0.03
H -2.346355 5.189195 1.808328 0.00 -0.02 0.00
H -3.538044 3.893218 1.861960 0.01 0.01 0.00
H 0.250191 3.665011 2.003850 -0.02 0.00 0.03
H 0.346006 3.511045 3.758758 0.00 0.01 -0.01
H -0.183480 5.033155 3.041571 -0.01 -0.01 0.00
C 4.710808 0.066639 1.441205 0.03 -0.08 0.00
S 3.194978 -0.401189 0.586973 0.10 0.12 0.06
O 2.101071 0.080835 1.491905 0.22 -0.06 0.18
C 3.296571 -2.166188 0.834781 0.14 -0.09 -0.07
C 3.907041 -2.930825 -0.150963 -0.09 -0.01 -0.01
C 3.996203 -4.305220 0.022940 -0.01 0.02 0.01
C 3.469781 -4.893249 1.166595 0.00 0.02 0.01
C 2.839619 -4.117097 2.132597 0.03 -0.02 0.02
C 2.741583 -2.743281 1.966179 0.04 0.05 0.02
H 4.632411 -0.238542 2.484570 -0.03 0.00 -0.02
H 4.782124 1.151640 1.363324 0.00 -0.05 0.01
H 5.571023 -0.404346 0.964480 -0.05 0.01 -0.03
H 4.275636 -2.455858 -1.054065 0.00 -0.01 0.02
H 4.466109 -4.916034 -0.737702 0.00 0.01 0.01
H 3.545417 -5.965365 1.302485 0.00 0.00 0.00
H 2.413622 -4.582050 3.014143 0.02 0.02 -0.02
H 2.225510 -2.117597 2.685453 0.02 -0.02 -0.02
```
Positions in Å, forces in eV/Å.

Values from the calculation:
HOMO-LUMO gap: 7.78 eV
HOMO level: -7.46 eV
E_LUMO: 0.32 eV

Record 2
This record from OMol25 describes an isolated molecule of C4H11ClN2 in a non-equilibrium geometry. The level of theory is wB97M-V/def2-TZVPD.

```
18
Properties=species:S:1:pos:R:3:forces:R:3
C -1.316290 0.600864 -0.733534 1.02 -3.10 1.05
C -0.111352 -1.638827 -0.726831 3.57 1.96 -1.63
C -0.313149 -0.359871 1.408115 2.10 3.87 2.03
C -0.109686 -0.277505 -0.054512 -0.36 1.11 -2.34
N 1.143405 1.695631 -0.072799 0.02 2.24 1.27
N 1.169676 0.456584 -0.577145 -1.05 -0.59 1.42
Cl 2.735512 -0.419718 0.084608 -0.27 -0.22 0.09
H -1.874966 1.235787 -0.097525 -0.10 0.68 1.01
H -1.060322 1.120156 -1.604437 0.71 0.56 -1.30
H -1.949902 -0.239832 -0.981585 -0.78 0.21 -0.45
H 0.815509 -2.219909 -0.503456 -1.12 0.11 0.45
H 0.070358 -1.351596 -1.790826 -0.73 -0.73 0.38
H -1.032992 -2.054902 -0.533812 -1.74 -1.57 0.17
H 0.669263 -0.022138 1.894309 -0.98 -1.08 -0.33
H -0.943636 0.476687 1.745953 -0.18 -0.22 -0.15
H -0.695436 -1.185874 1.930640 -0.21 -1.65 -0.06
H 0.846627 1.915954 0.925137 0.60 -1.05 -1.47
H 1.957380 2.268507 -0.312293 -0.50 -0.53 -0.14
```
Positions in Å, forces in eV/Å.

Values from the calculation:
HOMO-LUMO gap: 9.84 eV
HOMO level: -9.02 eV
E_LUMO: 0.82 eV

Record 3
This record from OMol25 describes an isolated molecule of C5H11NO in a non-equilibrium geometry. The level of theory is wB97M-V/def2-TZVPD.

```
18
Properties=species:S:1:pos:R:3:forces:R:3
C -2.109912 -0.467395 -0.711700 0.02 -0.07 0.00
C -1.494366 0.778464 -0.092574 -0.08 -0.02 0.22
C -0.570893 0.452877 1.105334 -0.55 0.78 -0.12
N 0.550292 -0.384543 0.808618 0.85 -0.58 -0.84
C 1.698751 0.245501 0.377762 -0.81 0.66 0.53
O 1.916734 1.409281 0.683146 0.26 -0.46 -0.34
C 2.579617 -0.523445 -0.543535 0.11 0.06 0.01
H -2.841499 -0.217308 -1.485572 0.12 -0.06 0.07
H -1.331558 -1.089504 -1.167791 -0.18 -0.01 0.01
H -2.619228 -1.057731 0.059221 0.04 0.00 -0.15
H -0.982005 1.375482 -0.864081 0.10 -0.23 0.33
H -2.295800 1.422007 0.294925 0.14 -0.07 -0.03
H -0.130291 1.395567 1.440178 -0.23 -0.22 0.28
H -1.143077 -0.001109 1.907602 -0.23 0.04 0.17
H 0.418635 -1.350357 0.513147 -0.13 0.61 0.07
H 2.523084 0.014555 -1.495650 0.14 -0.25 0.04
H 2.237639 -1.552059 -0.667582 0.29 0.04 -0.05
H 3.593870 -0.450276 -0.161454 0.14 -0.23 -0.18
```
Positions in Å, forces in eV/Å.

Values from the calculation:
HOMO-LUMO gap: 10.36 eV
HOMO level: -9.48 eV
E_LUMO: 0.89 eV

Energy above the lowest of the compared OMol25 structures with the same formula, charge and spin list, top to bottom, in kcal/mol: 5.3 21.0 5.8
Energy list, top to bottom, in eV: -111883.687 -19826.361 -8901.447